The molecule C14H22N4O2S at a distorted geometry. Source: OMol25; level of theory: the ωB97M-V functional and the def2-TZVPD basis.

XYZ file:
```
43
Properties=species:S:1:pos:R:3:mulliken_charge:R:1
H 1.5663 -1.0689 -2.0040 0.297
H 0.8213 0.8420 -3.4349 0.437
H -1.3197 2.0822 -2.6986 0.306
H -2.6121 -3.0693 0.2192 0.298
N -0.4340 -0.8872 4.1898 -0.648
H -4.5855 0.9424 -0.6412 0.376
H -2.8485 0.7078 0.0183 0.155
C 0.5391 2.9671 -1.8423 -0.998
H -1.1084 1.5773 -0.9449 -0.066
H -0.0638 3.9555 -1.9257 0.358
S 0.9170 -0.1225 4.9366 0.157
N 4.7069 -0.4926 1.8438 -0.582
H 5.7017 -0.7775 1.7911 0.242
C -0.5284 1.7602 -1.9111 0.087
C 1.1825 -0.0248 2.4525 0.525
H 1.1962 2.9258 -2.7937 0.261
C -3.6243 0.2967 -0.7138 -0.881
H 4.1267 -1.3071 2.1337 0.216
H -3.1222 -2.8609 -1.5296 0.350
N 1.9056 0.3720 3.6365 -0.600
C -1.1020 -1.3093 1.5860 -0.899
H -3.3002 0.3028 -1.8109 0.241
C -3.9438 -1.2188 -0.2647 0.204
C -2.7495 -2.2649 -0.6058 -0.610
H -2.0439 -1.8579 1.9153 0.594
H 2.8349 1.4318 -0.4063 0.165
O -4.3830 -1.2878 1.1278 -0.609
H -4.8715 -1.5400 -0.8831 0.366
H -3.8519 -0.6794 1.6895 0.391
H 1.1686 2.9378 -0.8903 0.159
C -0.7437 -1.1643 0.0884 0.366
O -1.5046 -1.6401 -1.0115 -0.349
C 0.6350 -0.4105 -0.2433 -0.548
H 5.0708 0.3391 -0.0854 0.354
C 0.2047 0.4715 -2.5222 -0.656
H 3.8827 -1.0869 -0.1398 0.206
H -0.5159 -0.3258 -2.9477 0.205
N 1.1675 -0.2062 -1.6002 -0.118
C -0.1783 -0.7629 2.7649 0.176
C 4.1791 -0.1450 0.4722 -0.436
C 1.5348 0.1272 0.9291 0.774
C 2.9371 0.8735 0.5895 -0.662
H 3.1567 1.5979 1.4671 0.398
```

## Properties
- Orbital gap: 7.33 eV
- Relative energy (zero: lowest compared OMol25 entry of this formula, charge and spin): 853.90 kJ/mol
- Structure (SMILES): CCCNc1c(OC[C@H](C)O)cc2nsnc2c1CCN
- HOMO: -0.306 hartree



The molecule C14H22N4O3 at a distorted geometry. Source: OMol25; level of theory: the ωB97M-V functional and the def2-TZVPD basis.

XYZ file:
```
43
Properties=species:S:1:pos:R:3:mulliken_charge:R:1
N 0.6927 0.2176 1.2571 -0.162
C -1.2853 1.5501 0.9776 -0.876
O -7.6311 0.0120 -0.3066 -0.594
H 4.6339 -1.7485 -2.0989 0.367
O -7.1135 -1.7786 0.7786 -0.594
H 3.4781 -0.4377 -1.9423 0.316
C 1.9745 -0.4211 0.9628 0.165
H 2.9040 1.1316 -0.2126 0.280
C 5.0490 -0.4431 -0.4640 -0.718
H -2.9289 2.8091 0.3551 0.388
H 0.2285 -0.0474 2.1097 0.298
C 3.0551 0.6451 0.7490 -0.902
C 1.8006 -1.3792 -0.2191 -0.756
C 3.0797 -2.0947 -0.6481 -0.945
O 0.4797 1.4053 -0.6592 -0.645
H -4.3482 -2.1687 0.9431 0.506
C -4.9119 0.5848 -0.7215 -0.155
H 3.5649 -2.5554 0.2140 0.414
C -5.4610 -0.5001 -0.0463 0.014
H 2.2363 -1.0006 1.8560 0.491
C 0.0499 1.0560 0.4211 0.550
H 5.4650 0.3973 -1.0240 0.325
C -2.5842 1.3245 -1.1771 -0.836
H -1.0779 2.2227 1.8127 0.460
H 1.0466 -2.1206 0.0595 0.361
N -3.5878 0.4300 -0.6649 0.677
H 2.7912 -2.8998 -1.3277 0.385
H 1.4112 -0.8097 -1.0638 0.259
H -3.0157 1.8843 -2.0085 0.317
N -6.8274 -0.7758 0.1552 0.971
N -3.2397 -0.6712 0.0038 -0.879
H -5.3944 1.4043 -1.2129 0.480
H -1.4311 3.0166 -0.5753 0.446
C 4.4680 0.0719 0.8557 -0.873
H 5.1390 0.8451 1.2359 0.341
C -4.3508 -1.2542 0.3868 -0.449
H 2.9188 1.4022 1.5257 0.511
C -2.0826 2.2863 -0.0948 -0.777
C 4.0562 -1.1687 -1.3753 -0.574
H 5.8784 -1.1141 -0.2273 0.341
H 4.4645 -0.7329 1.5944 0.343
H -1.7430 0.7293 -1.5366 0.371
H -1.8513 0.6957 1.3530 0.357
```

## Properties
- Orbital gap: 9.61 eV
- Relative energy (zero: lowest compared OMol25 entry of this formula, charge and spin): 334.05 kJ/mol
- Structure (SMILES): O=C(CCCn1cc([N+](=O)[O-])cn1)NC1CCCCCC1
- HOMO: -0.357 hartree



A structure of composition C14H23BEuN6 at a distorted geometry. Source: OMol25; level of theory: the ωB97M-V functional and the def2-TZVPD basis.

XYZ file:
```
45
Properties=species:S:1:pos:R:3:mulliken_charge:R:1
H -3.3991 -2.4254 -3.3252 0.379
C -1.2436 2.3198 0.0507 -1.485
C -1.5303 4.4014 1.4138 -1.614
C -0.7609 -1.5926 3.4354 -1.220
C 1.3549 1.8697 -2.2281 -0.831
C -1.9625 -3.0905 -1.7754 -0.109
H -2.0943 -4.1500 -1.6053 0.432
H 1.7696 0.9650 -2.7018 0.310
H -1.9747 1.5088 0.1405 0.272
H 0.9220 3.7692 2.3295 0.453
H -2.6186 4.2926 1.3992 0.406
H 0.2696 1.9844 -2.4059 0.196
C 2.4802 -3.3024 -0.7082 -0.040
H 1.0881 3.7266 0.5642 0.237
N -1.0320 -2.4127 -1.0851 0.016
H -1.2432 5.0462 0.5750 0.332
C 3.5580 -2.5071 -1.1092 -1.201
Eu 0.6086 0.6235 -0.5840 0.958
B -0.0173 -2.9070 -0.0067 -0.061
C -2.0016 -0.9501 -2.4111 -0.133
H -1.2496 4.9043 2.3450 0.409
H -1.2925 2.9252 -0.8579 0.389
N 1.7638 -1.1627 -0.7076 0.189
C -0.6368 -2.6629 2.5487 -0.054
C 0.6736 3.1870 1.4308 -1.327
N -0.1878 -0.7919 1.4115 0.031
H 2.3938 -4.3730 -0.5683 0.441
H 1.1996 2.2173 1.5315 0.276
H -1.2016 2.3869 2.1346 -0.136
H -0.1125 -4.0908 0.1386 -0.117
H -0.4864 0.6055 2.9724 0.355
H 3.5963 -0.2650 -1.3561 0.486
H -2.2093 0.0087 -2.8715 0.444
H 1.8514 2.7509 -2.6382 0.418
C -0.4838 -0.4383 2.6760 -0.091
H 1.7302 1.9652 -0.9031 0.067
H -0.7592 -3.7288 2.6845 0.441
N -0.3013 -2.1764 1.3442 -0.043
N -1.0372 -1.0725 -1.4741 -0.052
C -2.6082 -2.2008 -2.6366 -1.119
H 4.5466 -2.8388 -1.3669 0.386
H -1.0130 -1.6328 4.4765 0.382
C 3.0810 -1.1865 -1.1038 -0.040
C -0.8494 3.0246 1.3044 1.245
N 1.4194 -2.5238 -0.4767 -0.274
```

## Properties
- Orbital gap (alpha / beta): 5.70 / 5.50 eV
- 2S+1: 8
- Expectation value of S²: 15.76
- HOMO (alpha / beta): -0.200 / -0.201 hartree



A structure of composition C14H23BrCaIN6O6P2 at a distorted geometry. Source: OMol25; level of theory: the ωB97M-V functional and the def2-TZVPD basis.

XYZ file:
```
54
Properties=species:S:1:pos:R:3:mulliken_charge:R:1
H -0.5868 -0.3808 -1.9017 0.273
H -2.9921 0.4239 -3.1345 0.394
C -1.8638 -0.9127 -0.3663 -0.224
C -1.4944 2.3748 1.5785 0.443
C -1.8048 1.2337 -1.4879 -0.151
N 5.0434 0.8571 -2.4715 -0.227
H 5.9073 -1.6512 -1.9432 0.477
N -3.9296 0.0780 -1.2945 0.040
C -3.0787 -0.1591 4.5574 -0.623
H 0.2475 0.3039 4.1780 0.471
C -3.2341 -1.3048 3.7958 -0.370
H -3.6788 1.8763 -2.3538 0.454
H -1.6977 1.3119 5.2929 0.408
O 5.9090 0.6456 0.0098 -0.872
H -4.2027 -1.7755 3.7004 0.442
O 1.6991 -0.9528 -1.4048 -0.671
P 4.5431 0.0637 0.0035 0.725
Br -2.4238 -3.4446 2.1481 -0.105
H 5.8898 0.9705 -1.8765 0.417
H -3.8281 -1.8262 -0.3602 0.478
C -3.2055 -1.2224 -1.0176 -0.992
O 3.3502 0.8176 0.5233 -0.850
P 2.5161 -0.1583 -2.3873 0.831
C 4.8647 -1.5815 -2.2605 -1.971
N -1.0523 0.0442 -1.1047 0.381
O 2.4440 -0.3087 -3.8504 -0.773
H 4.8041 -1.6891 -3.3452 0.514
C -3.1170 0.9597 -2.1929 -0.872
H 4.3143 -2.4040 -1.8088 0.387
C -1.8253 0.4179 4.6980 -0.558
O 2.1435 1.4228 -2.0099 -0.609
H -3.9386 0.2762 5.0479 0.418
I 0.8192 -2.0485 2.3311 0.292
H 1.8096 1.8623 -2.8028 0.300
O 4.4892 -1.3914 0.6734 -0.461
H -2.0312 1.8057 -0.5975 -0.383
H -4.1042 0.6016 -0.4171 0.253
C -0.7293 -0.1463 4.0685 -0.511
H -3.0954 -1.7222 -1.9799 0.369
C -3.5436 2.6031 1.3057 0.667
H -2.0576 -0.4920 0.6273 -0.102
N -4.3992 2.1106 0.6896 -0.768
C -2.1353 -1.8712 3.1609 0.047
H -1.1846 1.8676 -2.1228 0.369
N -0.6089 1.6660 1.3126 -0.719
H 5.3717 -1.7327 0.8596 0.318
C -0.8808 -1.2868 3.2881 0.205
H 5.2572 0.6416 -3.4455 0.367
H -1.3084 -1.8379 -0.2208 0.493
N -2.4920 3.1156 1.9478 -0.768
H 4.5249 1.7366 -2.4312 0.287
C 4.2516 -0.2567 -1.8159 0.756
Ca 1.1667 0.5739 0.3176 1.925
H -4.8417 -0.1049 -1.7101 0.378
```

## Properties
- Orbital gap: 9.43 eV
- Relative energy (zero: lowest compared OMol25 entry of this formula, charge and spin): 0.00 kJ/mol
- Total charge: +1
- HOMO: -0.434 hartree



Molar mass for the records above, in order: 310.423, 294.355, 438.156, 680.208 g/mol
E_tot for the records above, in order: -1314.09540, -991.33971, -1610.85659, -5559.45341 hartree